[1]
Density functional theory data (wB97M-V/def2-TZVPD) for C8H14N3Sr as an isolated structure.

```
26
Properties=species:S:1:pos:R:3:forces:R:3
C -1.601422 2.063979 0.044644 -0.305 1.241 -0.499
Sr 2.244853 -0.027694 1.611798 0.916 0.227 -0.853
N 1.655924 -1.841947 -0.549142 -1.171 -0.908 -0.258
H -1.365640 0.360937 -1.466912 -0.017 -1.757 -1.468
H 2.555650 -2.023770 -0.936557 1.241 0.011 -0.169
H -1.619980 1.088304 -1.361512 0.469 0.327 0.714
H -2.248822 2.803245 -0.432132 -0.169 0.130 0.399
H -0.739121 2.457938 0.521740 1.032 0.741 0.472
H -2.054817 1.307771 0.627692 -0.802 -0.837 0.514
H 1.428620 -2.746464 -0.112165 0.170 0.363 0.286
H 1.064151 -1.902778 -1.389519 -0.203 0.724 0.302
N 0.079380 -2.557781 4.267892 -0.921 1.584 -0.078
C 0.190373 -2.402166 2.915816 0.825 1.485 0.410
N 0.334983 -1.109996 2.581951 -2.579 -1.446 0.894
C 0.056467 -0.367505 3.760012 1.758 -0.921 -0.986
C 0.328558 0.997771 3.946354 -0.561 0.002 -0.205
C 0.376928 1.435564 5.269323 -0.141 0.653 0.012
C 0.276900 0.553360 6.349027 -0.278 -0.759 0.119
C 0.111098 -0.837393 6.152507 -0.192 0.642 0.191
C -0.021597 -1.247172 4.830809 0.652 -1.429 0.103
H -0.009447 -3.414209 4.782249 -0.048 -0.091 -0.111
H 0.169854 -3.245084 2.225792 0.221 0.390 0.258
H 0.354725 1.651081 3.062084 -0.117 -0.023 0.696
H 0.467099 2.512681 5.473315 0.087 -0.597 -0.116
H 0.308034 0.946449 7.370841 0.054 -0.153 -0.430
H 0.057547 -1.559321 6.972192 0.078 0.401 -0.195
```
Forces are in eV/Å.

Computed properties:
- LUMO energy (spin up / spin down): 2.49 / 2.49 eV
- Charge: -1
- DFT total energy: -13823.455 eV
- E_HOMO (spin up / spin down): -0.722 / -0.723 eV
- Kohn-Sham gap (spin up / spin down): 3.21 / 3.21 eV


[2]
Density functional theory data (wB97M-V/def2-TZVPD) for a 2-piece molecular cluster, C3H15NO2Si3 overall.

```
24
Properties=species:S:1:pos:R:3:forces:R:3
C -0.956193 -1.198281 0.583795 1.321 0.447 -0.020
C 1.440760 -2.321265 -1.162649 -2.950 -0.253 -4.882
C -0.633040 -0.123954 -2.527354 0.750 -1.892 2.549
N 2.058742 0.562639 2.117110 -0.225 -3.079 6.343
O 0.110706 2.348366 2.394702 -1.601 3.856 1.940
O 1.259175 0.321092 -0.374156 -0.783 -1.255 -0.451
Si -1.329538 2.569711 1.704209 -0.198 -0.240 -1.369
Si 2.298695 1.043194 0.631796 0.102 4.822 -7.899
Si 0.186544 -0.889205 -0.940039 0.693 1.054 0.766
H -1.216912 -2.292000 0.616707 0.424 1.111 0.760
H -0.431790 -0.646596 1.473918 -0.612 -1.941 -1.264
H -1.857708 -0.624763 0.528111 -0.863 0.189 -0.421
H 1.011630 -3.308415 -1.525599 0.194 1.031 0.797
H 2.131140 -2.089171 -1.999663 -0.066 0.247 0.724
H 1.903356 -2.428391 -0.282074 1.984 -0.561 3.256
H -1.053125 0.791558 -2.266692 -0.141 2.069 0.579
H 0.167637 -0.039937 -3.219838 0.128 -0.025 -1.160
H -1.526191 -0.671358 -2.734623 -0.182 -0.985 -1.039
H 0.574493 1.597782 2.261212 2.000 -3.919 -0.553
H 2.394704 0.953614 2.985963 0.280 0.025 0.005
H -1.010108 2.237053 0.248201 -0.825 0.042 0.556
H -2.433721 1.819975 2.355482 0.110 -0.210 -0.262
H -1.655759 3.965631 1.863093 -0.140 0.630 -0.015
H 3.274708 1.639169 -0.388931 0.599 -1.161 1.058
```
Forces are in eV/Å.

Computed properties:
- LUMO energy (spin up / spin down): 0.59 / -3.30 eV
- DFT total energy: -32569.779 eV
- Spin multiplicity: 3
- E_HOMO (spin up / spin down): -5.228 / -10.300 eV
- Kohn-Sham gap (spin up / spin down): 5.82 / 7.00 eV


[3]
Density functional theory data (wB97M-V/def2-TZVPD) for C24H25MnN7O3S as an isolated structure.

```
61
Properties=species:S:1:pos:R:3:forces:R:3
Mn -0.037910 0.678910 -0.008935 0.890 0.756 -0.193
O -0.415727 -1.651360 3.345121 0.007 -0.005 -0.027
C -0.200220 -1.104552 2.281519 -0.137 0.008 0.071
N -0.601340 0.121199 1.844211 0.022 0.084 -0.443
C -1.351220 0.993769 2.576718 0.044 -0.062 0.117
O -1.906188 0.835554 3.645536 -0.009 0.017 -0.034
C -1.417406 2.338028 1.874195 0.046 0.060 -0.044
C -2.119389 3.394145 2.430923 0.048 -0.019 0.001
C -2.141871 4.602441 1.757781 0.003 0.020 -0.018
C -1.462760 4.714284 0.552819 0.013 -0.005 0.007
C -0.795364 3.608612 0.057535 0.054 0.003 0.081
N -0.765293 2.445256 0.706807 -0.558 -0.019 0.094
C 0.652617 -1.812947 1.240924 0.125 -0.063 -0.064
C 1.113618 -3.094343 1.495009 -0.003 0.087 0.007
C 1.849306 -3.743323 0.520031 0.016 -0.010 -0.028
C 2.100952 -3.091515 -0.678376 0.003 -0.005 0.017
C 1.611014 -1.809368 -0.851914 0.065 0.046 0.031
N 0.914938 -1.174111 0.091207 -0.560 -0.277 -0.107
H -2.628372 3.234999 3.370913 0.003 -0.015 0.001
H -2.685318 5.446472 2.161711 0.002 0.007 0.001
H -1.459194 5.638633 -0.007372 -0.001 0.004 -0.002
H -0.274727 3.632519 -0.891442 -0.015 0.000 -0.014
H 0.869132 -3.545038 2.446203 -0.007 0.002 0.002
H 2.214566 -4.748351 0.686779 0.010 -0.005 -0.005
H 2.657744 -3.565980 -1.474148 0.003 -0.002 -0.001
H 1.771446 -1.264368 -1.773539 -0.017 -0.017 -0.016
C 2.879762 1.719338 -3.046191 0.020 -0.045 -0.044
C 2.103268 1.435929 -1.802689 -0.188 -0.049 -0.125
N 0.848291 1.094135 -1.810338 0.030 0.106 0.400
N 0.258174 0.953396 -3.018388 0.090 -0.054 -0.127
C -1.045288 0.746613 -2.917213 -0.084 -0.003 0.071
N -1.687247 0.527065 -4.094083 0.052 0.076 -0.006
S -1.954390 0.741232 -1.467421 -0.094 -0.304 -0.008
C 2.690745 1.504941 -0.472509 -0.118 0.046 0.113
C 4.061528 1.597763 -0.232882 -0.040 0.077 -0.004
C 4.518804 1.606109 1.069771 -0.011 0.003 0.027
C 3.602430 1.533905 2.109913 0.006 0.046 0.017
C 2.259775 1.438244 1.798195 -0.035 0.160 -0.041
N 1.803358 1.421439 0.544016 0.425 -0.425 0.101
H 2.227553 2.190997 -3.778494 0.007 0.001 0.007
H 3.252045 0.798532 -3.504371 0.006 -0.002 0.001
H 3.728391 2.370658 -2.844566 0.003 0.002 0.000
H -1.184713 0.751820 -4.936657 -0.013 -0.006 -0.008
H -2.688788 0.593949 -4.100669 -0.004 -0.025 0.015
H 4.755280 1.641316 -1.059654 -0.013 -0.001 -0.017
H 5.580019 1.662924 1.273276 0.004 0.001 0.007
H 3.914999 1.541543 3.143963 0.006 -0.004 0.004
H 1.507734 1.368201 2.572980 -0.007 -0.047 0.014
C -3.400582 -3.568997 0.766973 0.002 0.011 0.003
C -3.039530 -3.961485 -0.669856 -0.008 -0.003 -0.011
C -1.926625 -2.962545 -1.039843 -0.003 0.024 -0.014
O -1.857980 -2.011031 0.017173 -0.055 -0.191 0.215
C -3.064973 -2.086553 0.763665 -0.043 0.031 -0.034
H -2.759723 -4.082865 1.485792 0.001 0.003 0.001
H -4.439601 -3.777324 1.019563 -0.007 0.010 -0.005
H -3.901402 -3.827073 -1.324860 -0.001 -0.005 0.001
H -2.714321 -4.997261 -0.757915 0.009 -0.001 0.003
H -2.140874 -2.443480 -1.980128 0.013 -0.004 0.002
H -0.944766 -3.435232 -1.120081 -0.008 -0.003 -0.005
H -3.852835 -1.505660 0.263751 0.009 0.005 0.013
H -2.881548 -1.660108 1.749560 0.005 -0.022 0.002
```
Forces are in eV/Å.

Computed properties:
- LUMO energy (spin up / spin down): -0.12 / -0.08 eV
- DFT total energy: -84024.529 eV
- Spin multiplicity: 2
- E_HOMO (spin up / spin down): -7.273 / -6.948 eV
- Kohn-Sham gap (spin up / spin down): 7.15 / 6.87 eV


[4]
Density functional theory data (wB97M-V/def2-TZVPD) for a 2-piece molecular cluster, C5H13NO2 overall.

```
21
Properties=species:S:1:pos:R:3:forces:R:3
C -1.263366 1.991904 -0.568684 0.150 0.020 -0.232
C -0.261333 1.605322 -1.345279 0.095 0.063 0.420
C 1.156657 1.556719 -0.841722 -0.112 -0.245 1.094
C 1.481784 0.392474 0.144725 -0.132 -0.418 -0.550
N 0.416971 -0.034289 1.021015 0.261 0.354 0.596
C 0.505546 -1.358014 1.520869 0.167 0.293 0.575
O 0.180117 -2.405689 0.611189 -0.305 -0.397 -0.020
H -2.262733 1.990573 -0.958332 -0.378 0.074 0.071
H -1.094163 2.302987 0.455058 -0.100 0.137 0.027
H -0.500483 1.319131 -2.359219 0.204 -0.177 -0.141
H 1.377244 2.491775 -0.318322 0.029 0.018 -0.265
H 1.862178 1.390727 -1.636349 0.270 0.441 -0.463
H 2.386807 0.614092 0.726673 -0.160 0.264 -0.102
H 1.771357 -0.434681 -0.504501 0.086 -0.356 -0.144
H -0.485519 0.366148 0.834722 -0.130 -0.423 -0.172
H 1.501205 -1.498816 1.948955 0.333 -0.091 -0.418
H -0.133263 -1.527106 2.395414 -0.348 0.209 -0.426
H 0.639712 -2.338302 -0.235836 0.057 0.261 0.298
O -2.329045 -1.986509 -0.643688 -0.080 0.018 0.322
H -1.750535 -2.148793 0.121828 0.108 -0.055 -0.409
H -3.199137 -2.289657 -0.368518 -0.015 0.009 -0.060
```
Forces are in eV/Å.

Computed properties:
- LUMO energy: 0.89 eV
- DFT total energy: -10979.672 eV
- E_HOMO: -8.875 eV
- Kohn-Sham gap: 9.76 eV
- SMILES: C=CCCNCO.O


[5]
Density functional theory data (wB97M-V/def2-TZVPD) for a 2-piece molecular cluster, C4H8O2 overall.

```
14
Properties=species:S:1:pos:R:3:forces:R:3
O 1.998592 0.881925 0.171451 0.033 0.115 0.007
C 1.771018 -0.371855 -0.112273 -0.310 -0.195 -0.134
C 0.502534 -0.875110 0.428852 0.077 0.022 0.105
C -0.604223 0.746991 -0.479016 0.200 -0.055 -0.231
C -1.922039 0.397264 0.118973 -0.238 -0.269 0.126
O -1.572462 1.729576 -0.085557 -0.074 0.204 0.055
H 0.437347 1.068104 -0.031750 0.081 -0.133 0.000
H 1.944974 -0.734083 -1.147816 0.071 0.099 0.114
H 2.329773 -1.126915 0.550092 -0.036 -0.059 0.040
H 0.046987 -1.801705 0.072707 0.042 0.146 -0.009
H 0.291487 -0.607187 1.461490 0.023 0.054 -0.140
H -0.535031 0.607275 -1.560265 -0.016 0.005 0.132
H -2.001106 0.085517 1.160388 0.051 0.027 -0.137
H -2.687854 0.000206 -0.547275 0.094 0.040 0.073
```
Forces are in eV/Å.

Computed properties:
- LUMO energy (spin up / spin down): -0.64 / -0.64 eV
- DFT total energy: -8366.539 eV
- E_HOMO (spin up / spin down): -9.120 / -9.121 eV
- Kohn-Sham gap (spin up / spin down): 8.48 / 8.48 eV